This record from the OMol25 dataset describes a single C17H22FN5OS molecule in a non-equilibrium geometry. The level of theory is the ωB97M-V functional and the def2-TZVPD basis.

```
47
Properties=species:S:1:pos:R:3:forces:R:3
C 5.922082 4.426965 2.743769 0.0 0.1 -0.1
C 5.157443 4.731451 1.455487 0.1 0.1 0.2
C 4.368254 3.557754 1.010853 -0.7 -0.1 0.5
N 4.569866 2.918252 -0.082573 1.1 1.0 -0.2
N 3.756381 1.885449 -0.276701 -1.0 -1.4 -0.3
C 2.912077 1.724143 0.686432 0.2 0.8 0.7
N 1.978800 0.729079 0.715391 -0.1 -0.3 -0.2
C 1.057966 0.592615 1.712606 0.0 -0.3 -0.4
O 1.010002 1.329790 2.669778 -0.2 0.0 0.3
C 0.142343 -0.600521 1.493846 -0.1 0.0 0.0
N 0.043464 -0.919527 0.083239 0.0 -0.1 0.1
C -0.368521 -2.290529 -0.173000 0.1 -0.2 -0.2
C -0.285003 -2.557297 -1.682799 0.0 -0.1 0.2
N -1.052983 -1.638744 -2.490736 0.0 0.0 -0.1
C -2.429833 -1.988273 -2.784470 0.1 0.0 0.0
C -3.406211 -1.993582 -1.628605 -0.1 0.0 -0.1
C -4.102108 -0.840105 -1.282907 0.0 -0.2 0.0
C -4.964921 -0.823773 -0.201585 -0.1 -0.1 0.2
C -5.131100 -1.984173 0.531877 0.1 0.0 -0.1
F -5.969025 -1.978661 1.589602 0.1 0.0 -0.1
C -4.468705 -3.153084 0.204757 -0.1 0.1 0.2
C -3.610221 -3.147820 -0.880031 -0.1 0.2 -0.1
C -0.769385 -0.271083 -2.120962 0.0 0.1 0.2
C -0.849788 -0.002960 -0.612705 -0.1 0.1 -0.3
S 3.051252 2.892245 1.978856 0.6 0.0 -0.8
H 5.230930 4.163853 3.541548 0.0 0.0 0.1
H 6.606303 3.596248 2.588536 0.1 -0.1 0.0
H 6.495669 5.297016 3.052410 0.1 0.0 0.1
H 4.482116 5.573749 1.624660 0.1 0.1 -0.1
H 5.850852 4.992536 0.654949 -0.1 0.0 0.0
H 1.918452 0.084930 -0.067332 0.0 0.1 0.1
H 0.593944 -1.446653 2.022088 0.0 0.0 0.0
H -0.829721 -0.392329 1.968725 0.1 0.0 0.0
H 0.317643 -2.964109 0.346404 0.0 0.0 0.0
H -1.389732 -2.478901 0.195656 0.1 0.0 0.0
H -0.601706 -3.578655 -1.897203 0.0 0.0 0.0
H 0.763549 -2.449830 -1.985148 0.0 -0.1 0.1
H -2.776909 -1.280344 -3.543127 0.0 -0.1 0.0
H -2.408808 -2.983970 -3.238265 -0.1 0.1 0.0
H -3.971429 0.058621 -1.868267 0.0 0.1 -0.1
H -5.506565 0.067559 0.073214 -0.1 0.1 0.1
H -4.631044 -4.044290 0.790261 0.0 -0.1 0.1
H -3.093488 -4.057710 -1.149384 0.1 -0.1 0.0
H -1.448372 0.395733 -2.653463 0.0 0.0 0.0
H 0.254105 -0.054561 -2.450355 0.0 0.1 0.0
H -0.531819 1.022681 -0.410332 0.0 0.0 0.0
H -1.886096 -0.119188 -0.254992 0.2 0.0 0.0
```
Positions in Å, forces in eV/Å.

- SMILES string: CCc1nnc(NC(=O)CN2CCN(Cc3ccc(F)cc3)CC2)s1
- Gap between HOMO and LUMO: 9.161 eV
- E_LUMO: 0.024 hartree
- Molar mass: 363.46 g mol⁻¹
- Total charge: 0
- E_HOMO: -8.4971 eV

This record from the OMol25 dataset describes a molecular structure, C17H22IrN3O2SSiTe in a non-equilibrium geometry. The level of theory is the ωB97M-V functional and the def2-TZVPD basis.

```
48
Properties=species:S:1:pos:R:3:forces:R:3
Ir 0.120055 0.770931 -0.241308 -0.4 -0.4 0.6
C 2.203855 0.918658 2.905811 0.0 -0.1 0.0
C 1.281444 -0.234124 2.659784 0.1 0.4 -0.1
C 1.061649 -1.233339 3.596553 -0.1 -0.2 0.0
C 0.178842 -2.264992 3.298654 0.1 0.1 0.0
C -0.467178 -2.320957 2.070445 -0.1 -0.1 -0.1
C -0.197537 -1.303745 1.179074 -0.2 -0.6 0.5
N 0.637741 -0.307561 1.496391 0.4 0.4 -0.6
N -0.647301 -1.048465 -0.089251 0.5 1.0 -0.5
Si -1.949905 -1.746000 -1.080554 0.0 0.0 -0.1
C -3.559748 -1.416054 -0.217163 0.1 0.0 0.0
C -1.788145 -0.792679 -2.674200 0.0 0.0 0.0
C -1.618545 -3.567142 -1.266853 0.0 0.0 0.0
H 1.854777 1.504499 3.756415 0.0 0.0 0.0
H 2.259685 1.562533 2.030215 0.0 0.0 0.0
H 3.203640 0.555102 3.143570 0.0 0.0 0.0
H 1.581200 -1.192710 4.542815 0.0 0.0 0.0
H -0.011697 -3.035645 4.034391 0.0 0.0 0.0
H -1.149184 -3.116911 1.806575 0.0 0.0 0.1
H -3.610251 -0.373641 0.102757 -0.1 0.0 0.0
H -3.663709 -2.046711 0.668698 0.0 0.0 0.0
H -4.403339 -1.624608 -0.878942 0.0 0.0 0.0
H -1.605461 0.266000 -2.464971 -0.1 0.0 -0.1
H -2.696576 -0.855237 -3.275905 0.0 0.0 0.0
H -0.957799 -1.161234 -3.279880 0.0 0.0 0.0
H -1.916766 -4.120979 -0.374510 0.0 0.0 0.0
H -0.558987 -3.756296 -1.450153 0.0 0.0 0.0
H -2.184495 -3.971677 -2.109152 0.0 0.0 0.0
Te 2.171737 1.902591 -1.423235 -0.5 -0.3 0.4
C 3.445177 0.298037 -1.268398 -0.1 -0.1 0.1
C 4.801563 0.348977 -1.531446 -0.1 0.0 0.0
C 5.433205 -0.899735 -1.376858 0.0 0.0 0.0
C 4.551792 -1.883258 -1.015080 0.0 0.0 0.0
S 2.961309 -1.301567 -0.849446 0.1 0.0 0.0
H 5.308327 1.261174 -1.816388 0.0 0.0 0.0
H 6.488647 -1.072962 -1.524505 0.0 0.0 0.0
H 4.766686 -2.927756 -0.849549 0.0 0.0 0.0
O 0.296010 3.806067 -1.891204 0.1 0.0 0.0
C -0.689693 3.588597 -1.225209 -0.3 0.3 0.0
C -1.919124 4.468142 -1.137304 -0.1 -0.1 0.0
C -2.811623 3.801442 -0.086784 0.0 0.1 -0.1
C -2.119201 2.494724 0.226414 0.0 0.3 0.0
O -2.498090 1.588387 0.917719 -0.1 -0.1 0.1
N -0.876953 2.467960 -0.431573 0.7 -0.5 -0.3
H -2.377122 4.489738 -2.126806 0.0 0.0 0.0
H -1.626351 5.487114 -0.892390 0.0 0.0 0.0
H -3.829575 3.616216 -0.423234 0.0 0.0 0.0
H -2.872974 4.379107 0.835954 0.0 0.0 0.0
```
Positions in Å, forces in eV/Å.

- Gap between HOMO and LUMO (alpha / beta): 6.872 / 5.677 eV
- E_LUMO (alpha / beta): -0.165 / -0.209 hartree
- 2S+1: 2
- Molar mass: 680.35 g mol⁻¹
- Total charge: +1
- E_HOMO (alpha / beta): -11.3702 / -11.3647 eV

This record from the OMol25 dataset describes a single C17H22N2O3S molecule in a non-equilibrium geometry. The level of theory is the ωB97M-V functional and the def2-TZVPD basis.

```
45
Properties=species:S:1:pos:R:3:forces:R:3
C 2.642393 0.865327 3.283747 -0.4 0.0 -0.3
C 1.502022 1.371581 2.418993 0.4 0.4 0.2
O 0.676899 0.248572 2.085540 -0.3 -0.2 -0.1
C -0.343085 0.512774 1.202200 -0.1 0.1 0.1
C -1.580410 0.973480 1.636922 0.3 -0.1 0.0
C -2.608952 1.155438 0.732190 0.1 0.0 0.0
C -2.454570 0.886773 -0.627732 0.2 0.0 0.0
C -3.620507 1.096638 -1.579126 -0.2 0.0 -0.1
C -4.053491 2.568442 -1.520343 0.1 -0.2 0.0
C -4.783328 0.192067 -1.146980 0.1 0.1 -0.1
C -3.257364 0.758233 -3.026640 0.0 0.1 0.3
C -1.211101 0.431049 -1.050022 -0.1 0.0 -0.1
C -0.179361 0.252678 -0.150196 0.7 -0.3 0.2
S 1.419580 -0.241954 -0.780912 0.0 0.0 0.4
O 1.268859 -0.695375 -2.128430 -0.2 -0.2 -0.1
O 2.367382 0.809831 -0.541219 0.0 0.0 0.1
N 1.778534 -1.562367 0.211537 -0.9 0.5 -0.2
C 3.029960 -2.157712 0.156358 0.7 -0.3 -0.3
C 3.586100 -2.751710 1.290232 -0.2 0.1 -0.2
C 4.818099 -3.368629 1.173366 -0.2 0.1 0.2
N 5.510116 -3.421593 0.047883 0.5 -0.3 0.0
C 4.979819 -2.852832 -1.022972 -0.2 0.2 -0.1
C 3.752731 -2.213613 -1.033634 0.1 0.0 0.2
H 3.249799 1.703743 3.611417 0.1 0.1 0.0
H 3.266180 0.182577 2.712515 0.1 -0.1 0.0
H 2.251572 0.344722 4.154784 0.0 0.0 0.1
H 0.898911 2.114238 2.958303 0.0 -0.1 -0.1
H 1.890650 1.819527 1.497430 -0.1 0.0 0.2
H -1.729097 1.175867 2.686830 0.0 0.0 0.1
H -3.556280 1.513400 1.105036 -0.1 0.0 0.0
H -4.869942 2.742788 -2.217134 -0.1 0.0 -0.1
H -3.223170 3.215576 -1.793383 0.1 0.1 0.0
H -4.391243 2.846173 -0.525938 0.0 0.1 0.1
H -4.473771 -0.850372 -1.161626 0.0 -0.1 0.0
H -5.620755 0.312738 -1.830095 -0.1 0.0 -0.1
H -5.125250 0.433302 -0.144479 -0.1 0.0 0.1
H -4.122860 0.925043 -3.664278 -0.1 0.0 -0.1
H -2.448635 1.389844 -3.384967 0.1 0.0 -0.1
H -2.963855 -0.283752 -3.123500 0.1 -0.1 -0.1
H -0.995593 0.197135 -2.078719 -0.1 0.0 -0.2
H 1.448287 -1.393858 1.154949 -0.1 0.2 0.0
H 3.060685 -2.728253 2.233655 0.0 0.0 0.1
H 5.281854 -3.840934 2.029864 -0.1 0.0 0.1
H 5.575508 -2.913762 -1.924091 0.0 0.1 -0.1
H 3.356679 -1.762843 -1.927336 0.1 0.0 -0.2
```
Positions in Å, forces in eV/Å.

- SMILES string: CCOc1ccc(C(C)(C)C)cc1S(=O)(=O)Nc1ccncc1
- Gap between HOMO and LUMO: 9.675 eV
- E_LUMO: 0.020 hartree
- Molar mass: 334.44 g mol⁻¹
- Total charge: 0
- E_HOMO: -9.1337 eV

This record from the OMol25 dataset describes a single C17H22N2O4 molecule in a non-equilibrium geometry. The level of theory is the ωB97M-V functional and the def2-TZVPD basis.

```
45
Properties=species:S:1:pos:R:3:forces:R:3
C -4.181215 -0.467888 -1.594107 -0.1 0.0 0.2
C -4.140600 -0.069613 -0.116447 -0.1 0.1 -0.2
C -3.010009 0.863583 0.154804 0.4 0.3 0.2
N -3.137547 2.139355 -0.091277 -1.2 -0.4 -0.3
O -1.974213 2.747266 0.247170 0.9 0.0 0.3
C -1.119256 1.840574 0.729417 -0.2 -0.9 0.0
C 0.226114 2.278330 1.157320 -0.1 0.1 -0.1
C -1.711751 0.596777 0.690331 0.2 0.9 0.0
C -1.084876 -0.659673 1.139991 -0.3 0.2 0.0
O -0.248977 -0.691860 2.026356 0.2 0.0 0.2
N -1.534211 -1.773103 0.506966 -0.3 -0.3 -0.1
C -0.833163 -3.031414 0.612044 0.1 -0.3 0.0
C 0.075780 -3.255775 -0.611510 0.0 0.2 0.2
C 0.850810 -1.994912 -0.881248 0.1 -0.1 -0.2
C 0.548713 -1.174850 -1.954590 0.1 -0.1 0.0
C 1.206923 0.030283 -2.109478 0.1 0.1 0.2
C 2.141053 0.474706 -1.182002 0.0 0.0 -0.1
O 2.655040 1.716242 -1.439283 -0.4 -0.2 0.1
C 3.869565 2.124261 -0.848057 0.4 0.3 0.1
C 2.426479 -0.335881 -0.067541 0.1 0.1 0.0
O 3.284005 0.140547 0.888753 -0.2 0.1 -0.5
C 3.296378 -0.505684 2.141776 0.0 -0.1 0.3
C 1.802015 -1.569667 0.035968 0.1 0.0 -0.1
H -4.338299 0.416409 -2.205853 0.0 0.0 -0.1
H -4.994884 -1.166696 -1.772614 0.0 -0.1 -0.1
H -3.249152 -0.933795 -1.911871 0.1 0.0 -0.1
H -5.070249 0.445780 0.129170 0.0 -0.1 0.1
H -4.052392 -0.951169 0.520972 -0.1 0.1 0.0
H 0.686759 1.486699 1.740116 0.0 0.0 0.0
H 0.149887 3.186788 1.750993 0.0 0.1 0.1
H 0.840454 2.492171 0.283043 0.1 0.0 0.0
H -2.095238 -1.648966 -0.320616 0.0 0.1 0.0
H -1.558129 -3.845261 0.706676 0.1 0.0 0.1
H -0.236422 -2.975033 1.524140 -0.1 -0.1 -0.1
H 0.744624 -4.093217 -0.406990 0.0 -0.1 -0.1
H -0.534725 -3.507836 -1.481138 0.0 0.0 0.0
H -0.193104 -1.474311 -2.680960 -0.1 -0.1 -0.1
H 0.989401 0.676643 -2.945092 0.0 0.1 -0.1
H 4.638232 1.354259 -0.940530 0.0 0.0 0.0
H 3.743924 2.379985 0.206082 0.0 0.0 -0.1
H 4.174786 3.011064 -1.404166 0.0 -0.1 0.0
H 2.281006 -0.640093 2.525835 0.0 0.0 0.0
H 3.855903 0.154228 2.803722 0.0 -0.1 0.0
H 3.805134 -1.473997 2.091166 0.0 0.0 0.0
H 2.024682 -2.207278 0.875446 0.0 0.0 0.2
```
Positions in Å, forces in eV/Å.

- SMILES string: CCc1noc(C)c1C(=O)NCCc1ccc(OC)c(OC)c1
- Gap between HOMO and LUMO: 8.819 eV
- E_LUMO: 0.027 hartree
- Molar mass: 318.37 g mol⁻¹
- Total charge: 0
- E_HOMO: -8.0964 eV

This record from the OMol25 dataset describes a single C17H22N2S molecule in a non-equilibrium geometry. The level of theory is the ωB97M-V functional and the def2-TZVPD basis.

```
42
Properties=species:S:1:pos:R:3:forces:R:3
C 3.822539 3.050489 2.768427 -0.3 -0.9 0.4
S 3.986853 1.788620 1.360837 -0.7 1.6 1.4
C 2.434798 2.343106 0.600932 0.3 -0.6 -1.4
C 1.864020 1.175548 -0.236732 0.3 0.7 -3.5
C 1.244207 -0.035631 0.454291 -1.2 1.1 0.1
C 0.379470 -1.024621 -0.412776 -1.4 0.9 1.1
C -0.522220 -2.004592 0.460645 0.3 -0.9 -2.4
C -0.176057 -3.393969 0.434198 -1.6 0.4 2.1
C -1.080616 -4.273027 1.086868 -1.3 -0.1 0.1
C -2.380905 -3.854486 1.463841 -0.2 0.4 0.3
C -2.853706 -2.514946 1.251602 3.9 -1.2 -0.6
C -1.870535 -1.646205 0.784814 3.4 -0.2 -1.3
C -2.429678 -0.299275 0.425209 2.1 -1.0 0.8
C -3.791486 -0.593275 0.877648 -2.2 -0.8 0.6
N -4.029745 -1.834270 1.363341 -1.7 4.1 -0.8
C -1.941078 0.146425 -1.007827 0.1 -0.5 0.3
C -0.534107 -0.350006 -1.510588 1.0 0.2 1.9
N 0.204481 0.677267 -2.199194 1.2 0.4 0.2
C -0.498745 1.056725 -3.432428 2.0 1.9 2.3
C 0.902419 1.756666 -1.374594 -1.9 -1.5 0.5
H 3.371708 4.041478 2.474440 0.3 -1.3 0.0
H 3.260700 2.549599 3.625627 0.5 0.9 -1.2
H 4.824001 3.241122 3.122933 0.3 0.1 0.1
H 1.724988 2.596999 1.347165 -0.5 0.5 0.9
H 2.697768 3.253912 -0.024116 -0.7 -1.1 0.5
H 2.776764 0.896830 -0.841413 -0.9 -0.4 0.4
H 2.069098 -0.618350 0.836203 -0.1 -0.1 0.9
H 0.595227 0.466587 1.215396 0.5 -1.0 0.1
H 1.106764 -1.603586 -0.937674 0.3 -0.7 -0.5
H 0.739389 -3.865514 0.112487 0.4 0.7 -0.3
H -0.901638 -5.371354 1.318983 0.2 1.6 -0.6
H -2.971445 -4.598397 1.984877 -0.3 0.1 -0.2
H -2.064344 0.379912 1.251107 -0.1 -0.1 -0.9
H -4.424055 0.338288 0.895317 -0.4 -1.8 0.3
H -2.556466 -0.217703 -1.798357 -1.2 -0.7 -0.1
H -2.001545 1.200151 -1.211326 0.1 0.8 0.7
H -0.677620 -1.106077 -2.275902 -0.3 -0.4 0.1
H -0.678794 0.220499 -3.993575 -0.4 -2.2 -1.5
H -1.415802 1.571353 -3.285603 -1.1 0.7 0.3
H 0.158828 1.717409 -3.955176 0.3 0.5 -0.7
H 1.555307 2.304221 -2.013652 0.2 0.6 -0.8
H 0.081258 2.432082 -1.006256 0.9 -0.2 0.2
```
Positions in Å, forces in eV/Å.

- SMILES string: CSC[C@H]1C[C@H]2c3cccc4c3[C@H](C=N4)C[C@H]2N(C)C1
- Gap between HOMO and LUMO: 8.564 eV
- E_LUMO: 0.012 hartree
- Molar mass: 286.44 g mol⁻¹
- Total charge: 0
- E_HOMO: -8.2418 eV

This record from the OMol25 dataset describes a single C17H22N4O2S2 molecule. The level of theory is the ωB97M-V functional and the def2-TZVPD basis.

```
47
Properties=species:S:1:pos:R:3:forces:R:3
C -7.060125 -2.043152 0.137821 0.1 0.4 0.0
C -7.210746 -0.536288 0.325045 -0.2 -0.4 0.2
O -6.386155 0.206095 -0.553337 0.1 0.1 -0.2
C -5.065271 0.348395 -0.295717 0.3 0.1 0.0
C -4.343636 1.066296 -1.255820 -0.1 -0.1 0.1
C -2.994590 1.289657 -1.105342 0.0 -0.2 0.1
C -2.336932 0.799551 0.016671 -0.5 -0.3 0.1
N -0.943896 1.026318 0.184439 0.0 -0.1 0.0
C -0.021884 0.009720 0.204137 0.9 -0.4 -0.2
N -0.390282 -1.263773 -0.026625 -0.2 -0.1 0.1
C 1.279558 0.431064 0.389269 -0.3 0.3 0.0
C 2.367804 -0.515164 0.575032 -0.4 0.0 0.0
O 2.105025 -1.725107 0.632941 0.1 -0.3 0.0
N 3.642497 -0.087184 0.709902 0.3 -0.1 0.0
C 4.119697 1.258936 0.478763 0.1 0.3 0.0
C 5.602714 1.209603 0.052456 -0.1 0.0 0.0
N 5.895327 0.090411 -0.812476 0.0 0.1 -0.1
C 5.211020 0.150243 -2.088860 0.0 0.0 0.0
C 5.697305 -1.167930 -0.101768 0.1 -0.1 0.2
C 4.673697 -1.047878 1.042555 0.1 -0.3 0.0
S 1.289436 2.188686 0.564888 -0.7 0.0 -0.1
C -0.441591 2.283305 0.369251 0.6 0.3 0.2
S -1.326932 3.658726 0.413777 0.0 0.4 0.1
C -3.042257 0.096722 0.980841 0.2 0.3 -0.2
C -4.397689 -0.136544 0.826162 -0.4 -0.1 0.0
H -6.049766 -2.368957 0.372929 0.1 -0.1 0.0
H -7.273874 -2.308044 -0.894529 0.0 -0.1 -0.1
H -7.758308 -2.563623 0.787367 -0.1 -0.1 0.1
H -7.025287 -0.248249 1.366639 0.0 0.0 -0.1
H -8.227062 -0.231585 0.060917 0.1 0.0 0.1
H -4.875194 1.445346 -2.113455 -0.1 0.0 -0.1
H -2.446283 1.851519 -1.844611 0.1 0.1 -0.1
H -1.359600 -1.519046 0.051835 0.0 0.0 0.0
H 0.354146 -1.929912 0.179954 -0.1 0.1 0.0
H 3.538903 1.714412 -0.325473 0.1 0.0 0.0
H 4.007103 1.876470 1.378845 0.0 0.1 -0.1
H 6.249641 1.125605 0.928952 0.0 0.1 0.0
H 5.855632 2.137131 -0.464704 0.0 0.0 0.1
H 4.127997 -0.020472 -2.025275 -0.1 0.0 0.0
H 5.385536 1.128944 -2.533503 0.0 0.0 -0.1
H 5.640539 -0.605108 -2.746524 -0.1 0.0 -0.1
H 6.659830 -1.484049 0.317315 -0.1 -0.1 0.0
H 5.372295 -1.926684 -0.814391 0.0 0.0 0.0
H 4.188472 -2.006792 1.225549 0.1 0.1 0.1
H 5.166355 -0.716843 1.963263 0.0 -0.1 0.0
H -2.535965 -0.259146 1.867120 0.1 0.0 0.1
H -4.917218 -0.681645 1.597785 -0.1 -0.1 0.0
```
Positions in Å, forces in eV/Å.

- SMILES string: CCOc1ccc(-n2c(N)c(C(=O)N3CCN(C)CC3)sc2=S)cc1
- Gap between HOMO and LUMO: 8.037 eV
- E_LUMO: 0.022 hartree
- Molar mass: 378.52 g mol⁻¹
- Total charge: 0
- E_HOMO: -7.4278 eV